Below is C36H28N3OPRu as an isolated structure in a non-equilibrium geometry, with properties calculated with ωB97M-V/def2-TZVPD.

LUMO energy (alpha / beta)	-4.5 / -4.3	eV
spin multiplicity	2
total charge	+1
orbital gap (alpha / beta)	6.0 / 6.2	eV
energy relative to the best compared isomer or geometry (same formula, charge and spin)	1.792	eV
calculated total energy	-56168.8250	eV

XYZ file:
```
70
Properties=species:S:1:pos:R:3:mulliken_charge:R:1
Ru 0.46 0.80 0.01 -0.521
C 4.67 0.85 -1.07 -1.794
C 3.19 0.95 -1.00 0.990
N 2.51 0.85 0.09 1.054
N 3.09 0.73 1.34 -1.298
C 2.14 0.64 2.24 0.627
O 0.87 0.65 1.99 -0.725
C 2.54 0.55 3.67 0.464
C 3.89 0.54 4.03 -0.168
C 4.24 0.46 5.37 -0.745
C 3.25 0.38 6.34 -0.365
C 1.91 0.39 5.98 -0.762
C 1.55 0.47 4.64 -0.392
C 2.35 1.20 -2.20 0.283
C 2.89 1.38 -3.46 -0.726
C 2.05 1.72 -4.51 -0.691
C 0.70 1.87 -4.28 -0.908
C 0.22 1.65 -2.99 -0.229
N 1.01 1.30 -1.98 0.598
H 5.08 0.78 -0.07 0.371
H 5.09 1.72 -1.58 0.411
H 4.95 -0.04 -1.65 0.348
H 4.64 0.60 3.26 0.447
H 5.28 0.46 5.65 0.396
H 3.53 0.32 7.38 0.400
H 1.14 0.33 6.74 0.410
H 0.51 0.48 4.35 0.436
H 3.96 1.28 -3.60 0.501
H 2.46 1.88 -5.50 0.451
H 0.02 2.15 -5.06 0.483
H -0.83 1.75 -2.75 0.462
C -3.53 -4.99 0.98 -0.509
C -3.32 -4.51 -0.31 -0.752
C -2.71 -3.28 -0.50 0.077
C -2.32 -2.52 0.60 0.440
C -2.53 -3.01 1.89 -0.448
C -3.14 -4.24 2.08 -0.726
P -1.51 -0.90 0.41 0.554
C -0.41 -1.34 -0.98 0.219
C 0.83 -1.87 -0.60 0.261
C 1.73 -2.32 -1.57 -0.843
C 1.39 -2.25 -2.91 -0.666
C 0.15 -1.73 -3.30 -0.941
C -0.74 -1.28 -2.34 -0.293
C -2.81 0.18 -0.26 0.992
C -4.11 -0.22 -0.45 -0.478
C -5.12 0.72 -0.76 -1.087
C -4.82 2.05 -0.81 -0.798
C -3.49 2.51 -0.59 0.364
C -3.19 3.89 -0.57 -0.802
C -1.92 4.32 -0.30 -1.030
C -0.89 3.37 -0.12 0.194
C -1.14 2.03 -0.14 0.413
C -2.47 1.56 -0.35 -0.089
H -4.00 -5.95 1.13 0.411
H -3.63 -5.09 -1.16 0.432
H -2.54 -2.92 -1.51 0.388
H -2.22 -2.42 2.74 0.455
H -3.30 -4.61 3.08 0.419
H 1.07 -1.98 0.45 0.491
H 2.68 -2.74 -1.27 0.537
H 2.08 -2.61 -3.66 0.450
H -0.11 -1.69 -4.35 0.485
H -1.69 -0.86 -2.64 0.468
H -4.38 -1.26 -0.34 0.439
H -6.13 0.38 -0.92 0.427
H -5.60 2.78 -1.00 0.413
H -3.99 4.61 -0.75 0.411
H -1.70 5.37 -0.27 0.425
H 0.13 3.73 0.02 0.488
```

---

Below is C36H29NO6PSbSe4Tc as an isolated structure in a non-equilibrium geometry, with properties calculated with ωB97M-V/def2-TZVPD.

LUMO energy	1.2	eV
total charge	-1
orbital gap	6.1	eV
calculated total energy	-330992.9811	eV

XYZ file:
```
79
Properties=species:S:1:pos:R:3:mulliken_charge:R:1
Tc -1.16 -0.24 0.03 -0.293
O -0.14 4.57 3.84 -0.612
C -0.40 3.64 3.13 0.288
C -0.70 3.71 1.62 -0.174
O -0.67 4.70 0.93 -0.690
C -0.97 2.32 1.25 1.041
C -0.89 1.46 2.32 0.100
O -1.09 0.19 2.15 -0.322
C -0.49 2.17 3.54 -0.054
O -0.21 1.71 4.63 -0.709
O -1.22 1.82 0.08 -0.221
C -2.08 3.17 -2.50 -1.303
C -3.01 1.99 -2.27 1.257
C -4.38 2.21 -2.92 -1.783
C -2.44 0.67 -2.77 -0.245
C -2.05 0.67 -4.25 -0.665
O -0.60 0.52 -4.23 -0.508
C -0.23 0.28 -2.96 0.061
N -1.16 0.30 -2.09 2.047
C 1.24 0.03 -2.85 -0.733
C 1.92 -0.12 -4.07 -0.589
C 3.30 -0.23 -4.12 -0.721
C 4.04 -0.15 -2.95 -0.730
C 3.38 -0.03 -1.74 -0.463
C 1.98 0.02 -1.66 -0.122
P 1.25 0.04 0.02 3.725
C 2.01 -1.40 0.86 0.746
C 2.71 -2.40 0.21 -0.633
C 3.11 -3.55 0.89 -0.861
C 2.82 -3.70 2.24 -0.780
C 2.09 -2.71 2.89 -0.852
C 1.67 -1.58 2.21 -0.657
C 2.05 1.55 0.70 0.429
C 2.63 1.64 1.97 -0.079
C 3.07 2.86 2.46 -0.660
C 2.94 4.01 1.70 -0.600
C 2.38 3.93 0.43 -0.523
C 1.94 2.71 -0.06 -0.577
H -2.54 4.09 -2.13 0.452
H -1.85 3.33 -3.56 0.274
H -1.14 3.04 -1.95 0.034
H -3.17 1.88 -1.20 -0.143
H -4.29 2.45 -3.99 0.318
H -4.89 3.05 -2.45 0.473
H -5.01 1.32 -2.83 0.382
H -3.15 -0.12 -2.58 -0.210
H -2.26 1.61 -4.75 0.400
H -2.49 -0.15 -4.80 0.198
H 1.35 -0.14 -4.98 0.529
H 3.79 -0.36 -5.08 0.410
H 5.12 -0.20 -2.98 0.419
H 3.95 0.02 -0.82 0.525
H 2.93 -2.32 -0.85 0.354
H 3.65 -4.32 0.36 0.404
H 3.12 -4.59 2.77 0.386
H 1.80 -2.84 3.93 0.403
H 1.03 -0.87 2.71 0.335
H 2.73 0.76 2.59 0.356
H 3.49 2.91 3.46 0.422
H 3.26 4.97 2.10 0.364
H 2.25 4.83 -0.17 0.395
H 1.47 2.68 -1.04 -0.058
Se -4.22 -4.73 0.01 -0.628
Sb -3.63 -2.76 -1.19 0.462
Se -3.60 -0.56 0.08 -0.726
Se -0.86 -2.50 -1.05 -0.308
Se -4.16 -2.61 -3.53 -0.623
C -1.02 -1.99 0.75 0.349
C -1.14 -2.88 1.87 0.867
C -1.67 -2.41 3.08 -0.050
C -1.80 -3.27 4.16 -0.871
C -1.39 -4.59 4.05 -0.449
C -0.87 -5.07 2.86 -0.921
C -0.75 -4.23 1.77 -0.258
H -1.99 -1.38 3.14 0.457
H -2.23 -2.90 5.09 0.451
H -1.49 -5.26 4.90 0.400
H -0.57 -6.11 2.77 0.472
H -0.38 -4.59 0.83 0.417
```

---

Below is C36H30BN13NaSTe as an isolated structure, with properties calculated with ωB97M-V/def2-TZVPD.

LUMO energy (alpha / beta)	3.7 / 3.7	eV
spin multiplicity	2
total charge	-2
orbital gap (alpha / beta)	4.4 / 5.2	eV
energy relative to the best compared isomer or geometry (same formula, charge and spin)	0.076	eV
calculated total energy	-80415.8389	eV

XYZ file:
```
83
Properties=species:S:1:pos:R:3:mulliken_charge:R:1
Na -0.32 0.32 0.60 1.263
C 3.87 0.96 -0.74 -1.607
C 2.53 1.38 -0.58 -0.824
N 1.89 0.57 0.25 0.140
N 2.79 -0.36 0.66 0.899
C 3.98 -0.15 0.05 -0.467
B 2.31 -1.62 1.41 0.347
N 1.92 -2.70 0.38 0.627
C 1.73 -4.03 0.55 -0.226
C 1.34 -4.55 -0.66 -1.032
C 1.31 -3.43 -1.52 -0.626
N 1.66 -2.33 -0.89 -0.779
N 1.07 -1.29 2.31 1.024
C 1.08 -0.71 3.53 -0.363
C -0.22 -0.56 3.96 -1.190
C -0.98 -1.09 2.90 -0.068
N -0.21 -1.54 1.92 -1.113
N 3.47 -2.05 2.35 0.662
C 4.35 -1.22 2.96 -0.411
C 5.10 -1.97 3.84 -0.976
C 4.58 -3.27 3.71 -0.288
N 3.60 -3.31 2.82 -1.048
H 4.63 1.41 -1.36 0.414
H 2.02 2.21 -1.03 0.583
H 4.80 -0.82 0.22 0.560
H 1.89 -4.49 1.51 0.441
H 1.09 -5.58 -0.89 0.398
H 1.05 -3.38 -2.57 0.724
H 2.01 -0.45 4.01 0.540
H -0.56 -0.11 4.87 0.417
H -2.06 -1.17 2.81 0.527
H 4.38 -0.18 2.72 0.557
H 5.90 -1.63 4.48 0.397
H 4.88 -4.18 4.21 0.415
C 2.34 4.81 1.48 -0.553
C 1.37 5.09 0.52 -0.793
C 0.22 4.33 0.43 0.182
C 0.00 3.23 1.28 -0.486
C 0.99 2.96 2.24 -0.094
C 2.14 3.74 2.33 -0.439
N -1.08 2.37 1.14 0.312
C -2.33 2.85 1.18 0.410
C -2.67 4.14 1.69 -0.746
C -3.98 4.54 1.85 -0.664
C -5.05 3.69 1.51 -0.701
C -4.77 2.45 0.99 -0.680
C -3.44 2.01 0.78 -0.099
N -3.14 0.81 0.21 0.809
N -4.16 -0.06 0.11 -1.134
C -3.81 -1.18 -0.50 -0.005
C -4.71 -2.31 -0.46 -0.510
C -4.30 -3.53 -0.86 -0.420
C -2.97 -3.72 -1.35 -0.827
C -2.19 -2.61 -1.49 -0.507
N -2.60 -1.36 -1.14 0.337
H 3.25 5.40 1.53 0.339
H 1.52 5.91 -0.18 0.333
H -0.52 4.52 -0.35 0.506
H 0.84 2.11 2.90 0.227
H 2.89 3.49 3.08 0.360
H -1.87 4.81 1.98 0.346
H -4.18 5.53 2.26 0.348
H -6.07 4.02 1.64 0.339
H -5.56 1.78 0.69 0.411
H -5.69 -2.13 -0.05 0.460
H -4.97 -4.38 -0.79 0.352
H -2.59 -4.69 -1.63 0.446
H -1.19 -2.68 -1.89 0.673
S -0.92 2.97 -3.22 -0.383
C 0.74 3.06 -3.52 0.504
N 1.88 3.13 -3.73 -0.714
Te -1.72 0.48 -2.03 0.426
C -1.18 -0.56 -3.83 0.175
C -2.05 -1.47 -4.42 -0.118
C -1.70 -2.11 -5.60 -0.646
C -0.49 -1.83 -6.22 -0.445
C 0.37 -0.90 -5.64 -0.638
C 0.03 -0.28 -4.44 -0.429
H -3.01 -1.69 -3.97 0.383
H -2.38 -2.83 -6.05 0.366
H -0.21 -2.32 -7.14 0.340
H 1.32 -0.67 -6.10 0.397
H 0.73 0.42 -3.99 0.333
```